The following is a quantum chemistry calculation of a cluster of 2 separate species, C3H5O2S in total at a distorted geometry, from the OMol25 dataset.

Structure (XYZ):
```
11
C3H5O2S | the OMol25 dataset | ωB97M-V with the def2-TZVPD basis set
C -1.03 0.75 -1.43
C -0.27 1.55 -2.13
C -0.64 -0.50 -0.63
O 1.32 0.42 3.64
O 2.15 -1.71 2.56
S 1.24 -0.53 2.50
H -2.14 1.03 -1.29
H 0.81 1.49 -2.04
H -1.33 -0.74 0.05
H -0.36 -1.30 -1.30
H 0.24 -0.47 0.06
```

Calculated values
**HOMO-LUMO gap (alpha / beta)**: 8.42 / 3.42 eV
**Charge**: -1
**HOMO (alpha / beta)**: -4.58 / -1.40 eV
**Relative energy (zero: lowest compared OMol25 entry of this formula, charge and spin)**: 457.5 kJ/mol
**Maximum force**: 4.64 eV/A
**E**: -18119.286 eV